Record 1
The following is a DFT calculation (ωB97M-V with the def2-TZVPD basis set) of a structure of composition C3H12FHfN6O3.

Properties
Kohn-Sham gap ... 2.48 eV
E_HOMO ... -18.855 eV

```
! RIJCOSX wB97M-V def2-TZVPD def2/J DEFGRID3
* xyz 3 1
Hf -22.7342 -10.4787 18.6901
F -22.7235 -12.2351 20.0532
C -22.3223 -13.7272 23.2575
O -22.7141 -14.3234 24.2568
N -22.7430 -12.4806 22.8892
N -21.3881 -14.2913 22.4132
H -22.7646 -12.2830 21.9035
H -23.4315 -12.1143 23.5337
H -21.0633 -13.6606 21.6916
H -20.9348 -15.1713 22.6459
C -24.0883 -15.6180 21.4699
O -24.0658 -16.8129 21.6611
N -24.9845 -14.7450 22.0038
N -23.1514 -14.9850 20.6747
H -24.8646 -13.7446 21.9630
H -25.6854 -15.0572 22.6687
H -23.0385 -13.9726 20.5725
H -22.4186 -15.6100 20.3371
C -26.0158 -11.6158 18.7961
O -24.7717 -11.4103 18.5848
N -26.6019 -11.1009 19.8959
N -26.7744 -12.3719 18.0127
H -27.5009 -11.4086 20.2301
H -25.9665 -10.5805 20.4763
H -26.5875 -12.5614 17.0375
H -27.7367 -12.5136 18.2841
*
```

These are the Mulliken partial charges, in e, on atoms 1 to 6: number 1, Hf, carries 1.4147; number 2, F, carries -0.3518; number 3, C, carries 0.4050; number 4, O, carries -0.3664; number 5, N, carries -0.3216; number 6, N, carries -0.1227

***

Record 2
The following is a DFT calculation (ωB97M-V with the def2-TZVPD basis set) of a structure of composition C21H13F5N3O2RuS2Se2Te2.

Properties
Kohn-Sham gap (spin up / spin down) ... 4.73 / 4.79 eV
<S²> ... 0.7576
E_HOMO (spin up / spin down) ... -0.834 / -0.925 eV

```
! RIJCOSX wB97M-V def2-TZVPD def2/J DEFGRID3
* xyz -2 2
Ru -0.1387 0.1339 -0.0506
O 3.4127 -0.3008 1.6799
C 2.2453 0.0915 1.7889
O 1.2177 -0.5892 1.4670
C 2.0044 1.4466 2.4569
C 2.9949 1.8338 3.3672
C 2.9034 2.9893 4.1213
C 1.7841 3.8042 3.9637
C 0.8015 3.4554 3.0608
C 0.8743 2.2791 2.2840
S -0.4792 2.0790 1.1612
H 3.8450 1.1713 3.4669
H 3.6868 3.2526 4.8230
H 1.6799 4.7131 4.5475
H -0.0670 4.0899 2.9252
N 2.4533 -2.6602 -2.0315
C 2.1321 -4.0015 -1.8498
C 2.9098 -4.9956 -2.4253
C 2.5995 -6.3395 -2.2400
C 1.5062 -6.6953 -1.4727
C 0.7274 -5.6968 -0.8905
C 1.0328 -4.3583 -1.0736
S 0.0950 -3.1263 -0.2277
N 0.5793 -1.6845 -1.0012
C 1.7287 -1.5795 -1.5480
C 2.2665 -0.2578 -1.7240
C 3.3185 0.0609 -2.5889
C 3.7886 1.3526 -2.6459
C 3.2076 2.3237 -1.8433
C 2.1324 1.9527 -1.0643
N 1.6612 0.7057 -1.0136
H 3.3511 -2.4590 -2.4315
H 3.7730 -4.7119 -3.0191
H 3.2178 -7.1005 -2.6997
H 1.2598 -7.7377 -1.3178
H -0.1220 -5.9528 -0.2671
H 3.7246 -0.6913 -3.2523
H 4.5916 1.6118 -3.3247
H 3.5596 3.3446 -1.8388
H 1.6054 2.6741 -0.4506
Se -2.2419 -1.0349 0.3397
Te -4.5073 -2.0410 0.2152
Te -3.1588 -1.6726 4.1141
Se -1.4984 -0.8634 2.4988
F -0.4944 2.2114 -2.0403
C -1.1160 1.0091 -1.6577
F -2.4359 1.3988 -1.4523
C -1.1903 0.2394 -3.0010
F -1.6430 -1.0104 -2.8497
F -2.0191 0.8274 -3.8963
F 0.0172 0.1739 -3.6015
*
```

These are the Mulliken partial charges, in e, on atoms 1 to 6: number 1, Ru, carries 0.8395; number 2, O, carries -0.7988; number 3, C, carries 0.3613; number 4, O, carries -0.4010; number 5, C, carries 0.3039; number 6, C, carries -0.6642

***

Record 3
The following is a DFT calculation (ωB97M-V with the def2-TZVPD basis set) of a structure of composition C35H34F4N10OScSe.

Properties
Kohn-Sham gap ... 6.30 eV
E_HOMO ... -9.738 eV

```
! RIJCOSX wB97M-V def2-TZVPD def2/J DEFGRID3
* xyz 1 1
Sc -0.5517 0.0732 0.9198
C 2.4758 -1.0274 -0.5436
N 1.6985 -1.5399 0.5952
C 2.6239 -2.0430 1.6090
C 0.8496 -2.6542 0.1475
C -0.1511 -3.0349 1.2319
N -0.7372 -1.8315 1.8313
C -1.5933 -1.9712 2.8825
C -2.1215 -0.7971 3.4279
F -1.7119 0.3708 2.8003
C -2.9854 -0.7157 4.4858
F -3.4157 0.4888 4.8829
C -3.4026 -1.8637 5.1184
C -2.9027 -3.0552 4.6255
F -3.2746 -4.1980 5.2013
C -2.0303 -3.1261 3.5542
F -1.6218 -4.3465 3.1661
H 3.0990 -1.8145 -0.9906
H 3.1328 -0.2261 -0.2056
H 1.8047 -0.6337 -1.3098
H 3.1823 -2.9047 1.2245
H 2.0828 -2.3562 2.5027
H 3.3345 -1.2678 1.8847
H 1.4526 -3.5367 -0.1009
H 0.3376 -2.3384 -0.7548
H 0.3492 -3.6244 2.0009
H -0.9136 -3.6737 0.7808
H -4.0899 -1.8452 5.9517
C 0.9409 -0.2275 4.3607
C 1.8842 0.4645 3.4244
C 3.2233 0.6249 3.7674
C 4.0635 1.3306 2.9321
C 3.5333 1.9139 1.7929
C 2.1940 1.7243 1.5140
N 1.3908 0.9628 2.2777
C 1.5007 2.4760 0.4368
C 2.0340 3.6133 -0.1365
C 1.2343 4.3748 -0.9740
C -0.0729 3.9903 -1.1955
C -0.5259 2.8165 -0.6174
N 0.2530 2.0748 0.1720
C -1.9344 2.3763 -0.7575
C -2.6723 2.7270 -1.8701
C -4.0073 2.3597 -1.9171
C -4.5520 1.7003 -0.8359
C -3.7431 1.3530 0.2407
C -4.3345 0.6275 1.4111
N -2.4325 1.6583 0.2673
H 1.4347 -0.4698 5.2996
H 0.5568 -1.1431 3.9109
H 0.0945 0.4255 4.5741
H 3.5927 0.1921 4.6882
H 5.1100 1.4578 3.1780
H 4.1568 2.5074 1.1402
H 3.0391 3.9341 0.0926
H 1.6168 5.2908 -1.4063
H -0.7355 4.6013 -1.7908
H -2.2082 3.2419 -2.6992
H -4.6105 2.5989 -2.7838
H -5.5946 1.4133 -0.8295
H -5.4002 0.4666 1.2636
H -4.1898 1.2027 2.3263
H -3.8599 -0.3461 1.5330
O -1.1081 -0.7414 -0.7272
N -2.4013 -0.9323 -0.6508
C -2.9634 -1.5981 -1.5825
C -2.2714 -2.2533 -2.6676
N -1.6854 -2.7823 -3.5012
C -4.4024 -1.6948 -1.5191
N -5.5499 -1.7470 -1.4984
C 2.4678 2.6380 -4.5420
N 2.4697 1.2189 -4.8527
C 3.3653 0.5846 -5.7018
C 3.0254 -0.7138 -5.7300
N 1.9256 -0.8689 -4.9003
C 1.2469 -2.1324 -4.6541
C 1.5805 0.3194 -4.3560
Se 0.1965 0.6727 -3.1762
H 2.9153 3.1841 -5.3698
H 3.0262 2.8322 -3.6252
H 1.4404 2.9602 -4.3943
H 4.1514 1.1181 -6.2088
H 3.4578 -1.5405 -6.2679
H 1.1607 -2.6861 -5.5862
H 0.2535 -1.9309 -4.2703
H 1.7994 -2.7282 -3.9274
*
```

These are the Mulliken partial charges, in e, on atoms 1 to 6: number 1, Sc, carries -1.1454; number 2, C, carries -1.4064; number 3, N, carries 1.3624; number 4, C, carries -1.3080; number 5, C, carries -1.2419; number 6, C, carries -1.4325

***

So what do the calculations give for relative energy (zero: lowest compared OMol25 entry of this formula, charge and spin)? Going down the list: 5.276 2.353 0.909 eV.
So what do the calculations give for F_max? Going down the list: 5.65 3.44 1.87 eV Å⁻¹.